Entry from the OMol25 dataset: the ion C4H8NO3 with charge -1 (wB97M-V/def2-TZVPD).

XYZ file:
```
16
Properties=species:S:1:pos:R:3:forces:R:3
C 1.362 0.336 0.523 0.2914 0.2220 -0.0875
C -0.093 0.078 0.169 -0.3286 0.2659 -0.8938
C -0.605 1.286 -0.598 -0.0407 0.9041 0.0584
O -0.695 2.473 0.235 0.1943 -0.2553 -0.2528
N -0.257 -1.076 -0.683 -0.1173 -0.1519 0.3265
C -0.670 -2.323 -0.055 0.3837 -0.2634 0.1327
O -1.141 -2.230 1.098 -0.2394 -0.0064 -0.1180
O -0.456 -3.332 -0.758 -0.0951 0.0193 0.0239
H 1.954 0.440 -0.396 -0.1368 -0.3182 -0.0826
H 1.487 1.316 0.984 -0.0326 -0.0805 0.5007
H 1.796 -0.469 1.116 -0.0624 0.1098 0.1426
H -0.746 -0.070 1.031 0.2296 -0.2290 0.2252
H -1.566 1.159 -1.107 0.0411 -0.4964 0.2785
H 0.130 1.500 -1.375 0.0204 0.2911 -0.1267
H -1.051 2.173 1.076 -0.0509 0.0144 0.0231
H 0.550 -1.263 -1.260 -0.0568 -0.0255 -0.1501
```
Forces are in eV/Å.

Output
largest force on an atom: 1.0 eV/A
orbital gap: 0.28438 hartree
E_tot: -437.7622 Ha
LUMO: 3.571 eV
SMILES: C[C@@H](CO)NC(=O)[O-]
ΔE to the lowest compared entry with this formula, charge and spin: 113.8 kJ/mol
net charge: -1

Results of the natural (NBO) charge analysis, in e, for atoms 1 through 4: C -0.623; C -0.103; C -0.054; O -0.751